1.
DFT (wB97M-V/def2-TZVPD) results for CH5OP as an isolated structure.

Values from the calculation:
ΔE to the lowest compared entry with this formula, charge and spin: 48.0 kcal/mol
Kohn-Sham gap: 8.6 eV
E_HOMO: -9.70 eV
E_LUMO: -1.1 eV

Positions of all 8 atoms, in Å:
C -0.0608 -0.5005 0.5926
O 0.4780 2.0104 1.1584
P -0.8817 1.0878 1.0329
H 1.0705 -0.4461 0.5695
H -0.4174 -0.7835 -0.3525
H -0.5048 -1.3158 1.1207
H -0.1241 -0.0610 -2.3336
H 0.4403 0.0087 -1.7880



2.
DFT (wB97M-V/def2-TZVPD) results for a 2-piece molecular cluster, CH5OS overall.

Values from the calculation:
charge: -1
ΔE to the lowest compared entry with this formula, charge and spin: 18.5 kcal/mol
Kohn-Sham gap: 6.7 eV
E_HOMO: -2.41 eV
E_LUMO: 4.3 eV

Positions of all 8 atoms, in Å:
O -0.8826 1.9672 1.2601
H -1.3097 1.1044 1.2689
C 0.4721 -1.1153 -0.4767
S 0.9925 0.0972 -1.8797
H -0.5446 -0.9723 -0.2513
H 0.7197 -2.0777 -0.7115
H 0.9004 -0.8633 0.4936
H -0.3479 1.8599 0.2966



3.
DFT (wB97M-V/def2-TZVPD) results for a 2-piece molecular cluster, CH5P overall.

Values from the calculation:
ΔE to the lowest compared entry with this formula, charge and spin: 97.6 kcal/mol
Kohn-Sham gap (spin up / spin down): 9.5 / 8.1 eV
E_HOMO (spin up / spin down): -9.56 / -8.50 eV
E_LUMO (spin up / spin down): -0.1 / -0.4 eV

Positions of all 7 atoms, in Å:
C 0.4924 0.4218 -0.2010
P -1.2519 -0.0397 -0.1234
H 1.1652 0.2310 0.6154
H 1.0215 1.0856 -0.8634
H 0.9458 -1.7463 -0.6865
H -1.6126 1.3720 0.3278
H -1.2153 -0.5412 1.1834



4.
DFT (wB97M-V/def2-TZVPD) results for CH5PS in the gas phase.

Values from the calculation:
ΔE to the lowest compared entry with this formula, charge and spin: 11.0 kcal/mol
Kohn-Sham gap: 9.5 eV
SMILES: CPS
E_HOMO: -8.71 eV
E_LUMO: 0.8 eV

Positions of all 8 atoms, in Å:
C 0.7865 0.4475 -0.2587
P -1.1561 0.2621 -0.1855
S -1.4232 -1.6980 0.7342
H 1.0326 1.1043 -1.2141
H 1.3836 -0.4813 -0.2138
H 0.8471 0.9867 0.6986
H -1.4785 0.9167 1.1285
H -1.2287 -2.2040 -0.4091



5.
DFT (wB97M-V/def2-TZVPD) results for a 2-piece molecular cluster, CH5PS overall.

Values from the calculation:
ΔE to the lowest compared entry with this formula, charge and spin: 63.9 kcal/mol
Kohn-Sham gap (spin up / spin down): 7.0 / 8.0 eV
E_HOMO (spin up / spin down): -8.51 / -8.44 eV
E_LUMO (spin up / spin down): -1.5 / -0.4 eV

Positions of all 8 atoms, in Å:
C -1.4096 0.7078 -0.1282
P 1.1208 -0.5259 0.2042
S 2.7531 0.4478 -0.3689
H -2.0578 0.0847 0.4641
H -1.2530 1.7487 0.2505
H -1.1632 0.4265 -1.1898
H 0.6670 -1.5067 -0.6524
H 1.3426 -1.3831 1.4205



6.
DFT (wB97M-V/def2-TZVPD) results for a 2-piece molecular cluster, CH5PS2 overall.

Values from the calculation:
ΔE to the lowest compared entry with this formula, charge and spin: 113.9 kcal/mol
Kohn-Sham gap (spin up / spin down): 8.6 / 6.2 eV
E_HOMO (spin up / spin down): -8.72 / -7.43 eV
E_LUMO (spin up / spin down): -0.1 / -1.2 eV

Positions of all 9 atoms, in Å:
C 1.4089 0.5123 -1.1617
P -2.3431 -0.2984 1.8533
S 0.1770 0.1568 0.0264
S 1.8618 -0.5155 -2.4881
H 1.5932 1.5744 -1.3323
H -2.1379 0.5355 2.9016
H -3.3243 0.6538 1.8164
H 0.6482 -1.0779 -0.0503
H 2.1161 -1.5410 -1.5653



7.
DFT (wB97M-V/def2-TZVPD) results for CH5PSi in the gas phase.

Values from the calculation:
ΔE to the lowest compared entry with this formula, charge and spin: 0.0 kcal/mol
Kohn-Sham gap (spin up / spin down): 7.1 / 7.0 eV
E_HOMO (spin up / spin down): -8.46 / -8.45 eV
E_LUMO (spin up / spin down): -1.4 / -1.4 eV

Positions of all 8 atoms, in Å:
C 0.2901 -0.9457 0.4935
Si -0.0438 0.8883 -0.0760
P -1.7690 0.6970 -1.5016
H 1.2438 -1.3395 0.2370
H -0.0111 -1.2755 1.4332
H -0.1394 2.0847 0.7547
H -0.4236 -1.3276 -0.0976
H 0.8529 1.2183 -1.2432



8.
DFT (wB97M-V/def2-TZVPD) results for a 2-piece molecular cluster, CH5S2 overall.

Values from the calculation:
charge: -1
ΔE to the lowest compared entry with this formula, charge and spin: 8.2 kcal/mol
Kohn-Sham gap: 6.1 eV
E_HOMO: -2.54 eV
E_LUMO: 3.6 eV

Positions of all 8 atoms, in Å:
S 0.6080 0.5834 -1.9518
H 1.5250 0.1131 -1.1025
C -1.2145 0.4634 1.0914
S 0.0231 -0.8658 1.3436
H -1.1397 0.6957 0.0302
H -2.2104 0.1171 1.3562
H -0.9978 1.3184 1.7278
H 0.9952 0.0201 1.1160



How do the records compare in electronic energy? In the order shown, they have -457.60469 -514.52737 -382.25796 -780.60500 -780.52068 -1178.66539 -671.82020 -837.48959 Ha.